DFT (ωB97M-V with the def2-TZVPD basis set) results for the ion C5H12N2 with charge +2 at a distorted geometry.

```
19
Properties=species:S:1:pos:R:3
C -0.420 0.909 -0.144
C -1.138 0.470 -1.433
C 0.109 -0.662 -1.467
C 1.563 -0.115 0.673
C -0.485 -1.267 0.919
N -0.248 1.934 0.598
N 0.220 -0.354 0.041
H -1.986 -0.119 -1.140
H -1.296 1.185 -2.307
H -0.260 -1.587 -1.607
H 0.990 -0.212 -1.917
H 2.131 -0.930 0.351
H 2.077 0.782 0.249
H 1.529 -0.113 1.762
H -0.354 -2.337 0.902
H -0.311 -0.951 1.911
H -1.512 -1.236 0.665
H -0.794 2.785 0.409
H 0.185 1.820 1.535
```

Results
molar mass: 100.16 g/mol
SMILES: C[N+]1(C)CCC1=[NH2+]
orbital gap: 11.916 eV
total charge: +2



DFT (ωB97M-V with the def2-TZVPD basis set) results for the molecule C5H12N2O at a distorted geometry.

```
20
Properties=species:S:1:pos:R:3
C -0.115 -0.242 -1.011
N -1.405 0.350 -0.706
C -2.519 -0.419 -0.508
O -2.538 -1.614 -0.685
C 0.968 0.519 -0.174
C 1.045 -0.068 1.245
C 1.586 0.792 2.381
N 2.245 0.406 -0.904
H -0.231 -1.266 -0.639
H 0.236 -0.287 -2.043
H -1.416 1.348 -0.712
H -3.335 0.173 -0.057
H 0.745 1.587 -0.218
H 1.579 -1.023 1.159
H 0.031 -0.356 1.550
H 2.536 1.243 2.079
H 1.627 0.125 3.242
H 0.914 1.617 2.607
H 2.569 -0.543 -0.790
H 2.887 1.110 -0.559
```

Results
molar mass: 116.16 g/mol
SMILES: CC[C@@H](N)CNC=O
orbital gap: 10.297 eV



DFT (ωB97M-V with the def2-TZVPD basis set) results for a cluster of 2 separate species, C5H12N2O in total at a distorted geometry.

```
20
Properties=species:S:1:pos:R:3
C -2.819 -1.697 -2.325
C -0.587 -0.444 -0.471
C -0.007 1.520 1.112
C 1.812 -0.021 0.011
C 0.350 0.670 -0.125
N -0.203 -1.275 1.770
N -0.848 -1.305 0.486
O -1.098 -0.833 -1.542
H -2.389 -2.700 -2.058
H -2.374 -1.590 -3.344
H -0.669 2.362 0.720
H 0.885 1.885 1.523
H -0.567 0.886 1.771
H 2.411 0.737 -0.550
H 1.701 -1.044 -0.490
H 2.243 -0.200 1.020
H 0.467 1.370 -0.931
H 0.707 -1.764 1.828
H -0.787 -1.657 2.562
H -1.094 -2.271 0.207
```

Results
molar mass: 116.16 g/mol
orbital gap: 8.706 eV



DFT (ωB97M-V with the def2-TZVPD basis set) results for a structure of composition C5H12N2O at a distorted geometry.

```
20
Properties=species:S:1:pos:R:3
C 1.319 1.597 0.208
C 0.920 0.304 -0.529
C -0.571 0.251 -0.836
C -1.508 0.154 0.434
C -1.035 -1.086 1.201
N -1.682 -2.283 0.797
O -0.132 -0.884 2.012
N 1.732 0.275 -1.761
H 1.012 2.478 -0.349
H 2.404 1.584 0.373
H 0.968 1.622 1.242
H 1.188 -0.547 0.081
H -0.899 1.101 -1.423
H -0.772 -0.541 -1.547
H -1.279 0.930 1.136
H -2.566 -0.014 0.178
H -1.130 -3.097 1.077
H -2.097 -1.679 1.671
H 1.407 -0.403 -2.437
H 2.721 0.240 -1.528
```

Results
molar mass: 116.16 g/mol
orbital gap: 9.728 eV



DFT (ωB97M-V with the def2-TZVPD basis set) results for the molecule C5H12N2O.

```
20
Properties=species:S:1:pos:R:3
C -0.579 -0.041 1.375
C 0.125 0.289 0.042
C -0.607 -0.410 -1.127
C 0.107 0.678 2.534
N 1.528 -0.063 0.140
C 0.403 -0.570 -3.218
O -1.954 0.261 1.317
N -0.163 0.147 -2.362
H -2.049 1.219 1.256
H -0.538 -1.125 1.538
H 0.073 1.371 -0.131
H 2.011 0.206 -0.711
H 1.628 -1.068 0.251
H -0.446 -1.501 -1.062
H -1.675 -0.203 -1.031
H 1.159 0.415 2.556
H -0.361 0.399 3.474
H 0.022 1.756 2.404
H 0.573 -1.649 -3.110
H 0.744 -0.110 -4.134
```

Results
molar mass: 116.16 g/mol
SMILES: C=NC[C@H](N)[C@@H](C)O
orbital gap: 10.401 eV



DFT (ωB97M-V with the def2-TZVPD basis set) results for a structure of composition C5H12N2O.

```
20
Properties=species:S:1:pos:R:3
C -1.215 1.084 0.050
C -1.940 -0.202 -0.340
N -0.049 1.310 -0.920
O -0.755 1.124 1.334
H -0.223 0.258 1.555
H -1.890 1.940 -0.090
H -0.301 1.040 -1.866
H 0.186 2.301 -0.919
H -2.359 -0.128 -1.346
H -1.261 -1.050 -0.295
H -2.754 -0.364 0.364
C 1.190 -1.648 0.698
C 1.577 -0.943 -0.460
C 1.587 0.461 -0.503
N 0.617 -1.094 1.732
H 0.433 -1.742 2.488
H 1.392 -2.725 0.688
H 1.903 -1.510 -1.322
H 1.695 0.964 0.451
H 2.166 0.921 -1.297
```

Results
molar mass: 116.16 g/mol
orbital gap: 8.023 eV



DFT (ωB97M-V with the def2-TZVPD basis set) results for a cluster of 3 separate species, C5H12N2O in total at a distorted geometry.

```
20
Properties=species:S:1:pos:R:3
C 0.367 -0.189 -1.662
C 0.662 -0.592 -0.128
N -0.411 -0.151 0.773
C -0.081 1.237 1.126
C -1.652 -0.699 0.698
C -2.561 0.117 0.313
N 3.002 0.576 -0.021
O -2.965 1.161 -0.094
H 1.427 -0.119 -1.914
H -0.049 -1.049 -2.217
H -0.159 0.777 -1.844
H 0.692 -1.692 0.041
H 1.757 -0.172 0.162
H -0.849 1.731 1.715
H -0.137 1.681 0.107
H 0.935 1.349 1.522
H -3.484 -2.879 0.587
H -3.553 -2.367 1.115
H 3.691 0.776 0.674
H 3.367 0.505 -0.952
```

Results
molar mass: 116.16 g/mol
orbital gap: 4.200 eV



DFT (ωB97M-V with the def2-TZVPD basis set) results for the molecule C5H12N2O at a distorted geometry.

```
20
Properties=species:S:1:pos:R:3
C -0.675 0.609 -0.835
N -2.097 0.549 -0.523
C -3.101 0.805 -1.439
O -2.859 0.980 -2.603
C 0.102 -0.624 -0.346
C 0.495 -0.515 1.148
C 1.865 0.215 1.219
N 2.953 -0.786 0.797
H -0.123 1.472 -0.260
H -0.513 0.699 -1.947
H -2.265 0.219 0.339
H -4.063 0.976 -0.952
H 0.935 -0.832 -0.983
H -0.612 -1.526 -0.483
H 0.556 -1.511 1.539
H -0.218 0.045 1.826
H 1.720 1.136 0.758
H 2.070 0.343 2.185
H 2.436 -1.688 0.657
H 3.393 -0.567 -0.098
```

Results
molar mass: 116.16 g/mol
SMILES: NCCCCNC=O
orbital gap: 10.511 eV



DFT (ωB97M-V with the def2-TZVPD basis set) results for the molecule C5H12N2O at a distorted geometry.

```
20
Properties=species:S:1:pos:R:3
C -0.235 0.385 0.581
C 1.372 2.808 -0.526
C 0.492 -1.985 -0.036
C -1.639 -1.633 1.069
N -0.633 -1.079 0.168
C -0.305 0.854 -0.797
O 0.060 2.392 -0.256
N -0.281 0.624 -2.026
H -0.470 -0.358 -2.237
H -1.015 0.844 1.187
H 0.765 0.400 1.015
H 2.069 2.401 0.231
H 1.451 3.902 -0.484
H 1.742 2.485 -1.511
H 0.173 -2.859 -0.614
H 0.903 -2.348 0.915
H 1.291 -1.495 -0.598
H -1.230 -1.794 2.076
H -2.016 -2.591 0.698
H -2.492 -0.953 1.143
```

Results
molar mass: 116.16 g/mol
SMILES: [H]/N=C(\CN(C)C)OC
orbital gap: 9.717 eV



DFT (ωB97M-V with the def2-TZVPD basis set) results for a cluster of 2 separate species, C5H12N2O in total at a distorted geometry.

```
20
Properties=species:S:1:pos:R:3
C -0.174 -0.820 2.522
C -1.198 0.278 0.453
O -0.160 -0.682 1.100
N -1.762 1.088 1.260
H -2.666 1.408 0.929
H -1.687 -0.266 -0.362
H 0.799 -1.216 2.815
H -0.961 -1.511 2.837
H -0.341 0.157 2.978
C 0.509 -0.779 -2.361
N 0.080 0.558 -1.991
C 0.379 1.018 -0.672
C 1.304 0.402 0.178
H 0.314 1.243 -2.695
H 0.215 2.080 -0.554
H 1.601 -0.903 -2.413
H 0.078 -1.037 -3.330
H 0.131 -1.497 -1.630
H 1.875 -0.471 -0.101
H 1.664 0.950 1.037
```

Results
molar mass: 116.16 g/mol
SMILES: [H]/N=C/OC.C=CNC
orbital gap: 7.875 eV



DFT (ωB97M-V with the def2-TZVPD basis set) results for a cluster of 2 separate species, C5H12N2O in total at a distorted geometry.

```
20
Properties=species:S:1:pos:R:3
C 1.602 0.756 1.301
C 1.257 0.209 -0.042
N -0.362 1.956 -0.672
C 0.172 0.647 -0.794
O 2.134 -0.650 -0.652
H 2.918 -0.768 -0.102
H -0.483 2.225 0.298
H -1.278 2.008 -1.101
H 0.176 0.316 -1.826
H 2.274 1.614 1.203
H 2.089 -0.003 1.917
H 0.681 1.070 1.804
C -1.355 -1.828 -0.876
C -1.156 -0.788 0.198
N -2.152 -0.121 0.678
H -1.986 0.752 1.175
H -0.339 -1.149 0.904
H -1.775 -2.737 -0.448
H -2.024 -1.435 -1.639
H -0.390 -2.073 -1.325
```

Results
molar mass: 116.16 g/mol
SMILES: C/C(O)=C\N.[H]/N=C/C
orbital gap (spin up / spin down): 7.840 / 7.840 eV



DFT (ωB97M-V with the def2-TZVPD basis set) results for a structure of composition C5H12N2O at a distorted geometry.

```
20
Properties=species:S:1:pos:R:3
C -1.445 -0.832 -0.149
C 1.211 2.534 -0.266
C -2.227 -1.933 0.526
N 0.051 -0.629 1.087
N 0.697 1.485 0.588
C 0.891 0.164 0.415
C 1.594 -0.332 -0.755
O -0.968 -1.030 -1.317
H 0.554 -0.593 -1.370
H 0.388 -1.587 1.072
H 0.027 1.724 1.301
H -1.869 0.168 0.057
H 0.847 2.430 -1.292
H 2.304 2.523 -0.280
H 0.882 3.495 0.120
H -1.758 -2.900 0.345
H -3.239 -1.944 0.120
H -2.286 -1.755 1.600
H 2.020 -1.320 -0.602
H 2.328 0.331 -1.200
```

Results
molar mass: 116.16 g/mol
orbital gap: 9.689 eV



Record order is preserved below.
Energy relative to the best compared isomer or geometry (same formula, charge and spin): 68.48, 26.49, 163.95, 73.46, 42.87, 67.73, 250.70, 51.13, 98.10, 129.06, 96.50, 61.70 kcal per mole